--- A ---
This record from the Open Molecules 2025 dataset describes a 6-piece molecular cluster, C3H18O6 overall. The level of theory is the ωB97M-V functional and the def2-TZVPD basis.

Summary:
2S+1: 1
Gap between HOMO and LUMO, eV: 10.018
Net charge: 0
E_HOMO, eV: -9.87

Bonds (Å) are listed after each position.
Atoms and positions in Å:
1 C 0.573 -0.085 -4.103  C2 1.500, H5 1.090, H6 1.090, H7 1.090
2 C 1.021 0.717 -2.918  C1 1.500, C3 1.529, O4 1.357, H8 1.090
3 C 1.254 2.171 -3.330  C2 1.529, H9 1.090, H10 1.090, H11 1.090
4 O 0.106 0.660 -1.918  C2 1.357, H12 0.960
5 H -0.015 -0.941 -3.770  C1 1.090
6 H 1.441 -0.358 -4.702  C1 1.090
7 H 0.009 0.501 -4.829  C1 1.090
8 H 1.910 0.265 -2.479  C2 1.090
9 H 0.414 2.435 -3.973  C3 1.090
10 H 2.180 2.261 -3.899  C3 1.090
11 H 1.392 2.925 -2.555  C3 1.090
12 H 0.459 0.952 -1.074  O4 0.960
13 O -1.296 -2.518 3.728  H14 0.957, H15 0.957
14 H -1.841 -2.525 4.515  O13 0.957
15 H -1.898 -2.283 3.021  O13 0.957
16 O -0.963 2.592 2.854  H17 0.957, H18 0.957
17 H -0.958 1.770 2.364  O16 0.957
18 H -1.891 2.802 2.961  O16 0.957
19 O -0.098 0.295 1.735  H20 0.957, H21 0.957
20 H -0.558 -0.481 1.414  O19 0.957
21 H 0.458 -0.032 2.442  O19 0.957
22 O -1.470 -1.858 0.599  H23 0.957, H24 0.957
23 H -1.428 -2.794 0.795  O22 0.957
24 H -1.511 -1.814 -0.356  O22 0.957
25 O 0.974 -1.190 4.367  H26 0.957, H27 0.957
26 H 0.250 -1.765 4.121  O25 0.957
27 H 1.485 -1.702 4.993  O25 0.957

Results of the Mulliken charge analysis, in e, for atoms 1 through 4:
1 C -1.2861
2 C 0.5776
3 C -1.3059
4 O -0.5469

--- B ---
This record from the Open Molecules 2025 dataset describes a 6-piece molecular cluster, C3H18O6 overall. The level of theory is the ωB97M-V functional and the def2-TZVPD basis.

Summary:
2S+1: 1
Gap between HOMO and LUMO, eV: 6.982
Net charge: 0
E_HOMO, eV: -7.30

Bonds (Å) are listed after each position.
Atoms and positions in Å:
1 O -1.323 0.658 -0.906  H2 0.994, H3 1.036, H4 0.980
2 H -0.751 0.516 -1.707  O1 0.994
3 H -0.823 0.133 -0.165  O1 1.036
4 H -1.297 1.624 -0.742  O1 0.980
5 C 1.963 -1.019 2.340  C6 1.516, H9 1.090, H10 1.097, H11 1.096
6 C 1.342 -0.841 0.968  C5 1.516, C7 1.528, O8 1.384, H12 1.112
7 C 1.460 -2.125 0.148  C6 1.528, H13 1.091, H14 1.096, H15 1.099
8 O 0.030 -0.417 1.084  C6 1.384
9 H 1.860 -0.085 2.892  C5 1.090
10 H 3.009 -1.352 2.365  C5 1.097
11 H 1.494 -1.817 2.927  C5 1.096
12 H 1.941 -0.107 0.386  C6 1.112
13 H 1.080 -2.076 -0.874  C7 1.091
14 H 0.983 -2.962 0.671  C7 1.096
15 H 2.521 -2.411 0.112  C7 1.099
16 O -2.880 2.078 0.992  H17 0.962, H18 0.963
17 H -3.728 2.501 1.156  O16 0.962
18 H -2.229 2.702 1.330  O16 0.963
19 O -0.659 3.308 -1.431  H20 0.962, H21 0.962
20 H -0.213 3.374 -2.281  O19 0.962
21 H -0.621 4.195 -1.062  O19 0.962
22 O -2.018 -2.106 0.281  H23 0.987, H24 0.961
23 H -1.331 -1.683 0.851  O22 0.987
24 H -1.739 -3.023 0.206  O22 0.961
25 O 0.339 0.482 -3.004  H26 0.965, H27 0.962
26 H 0.433 -0.445 -3.253  O25 0.965
27 H 1.160 0.898 -3.283  O25 0.962

Results of the Mulliken charge analysis, in e, for atoms 1 through 4:
1 O -0.3256
2 H 0.4219
3 H 0.4421
4 H 0.4384

Stability check: which of them is most stable? A.

--- A ---
This record from the Open Molecules 2025 dataset describes a 4-piece molecular cluster, C4H13NO2 overall. The level of theory is the ωB97M-V functional and the def2-TZVPD basis.

Summary:
2S+1: 2
Gap between HOMO and LUMO (spin up / spin down), eV: 7.793 / 7.155
Net charge: -1
<S²>: 0.785
E_HOMO (spin up / spin down), eV: -3.97 / -3.98

Bonds (Å) are listed after each position.
Atoms and positions in Å:
1 N 0.133 -0.075 -2.016  H6 1.057, H7 0.968, H18 1.039
2 C -3.245 -0.012 0.468  C5 1.377, H8 1.103, H9 1.109
3 C 0.379 1.061 0.898  C4 1.541, H10 1.126, H11 1.092, H12 1.103
4 C -1.090 1.268 0.480  C3 1.541, C5 1.423, H13 1.111
5 C -1.871 0.078 0.461  C2 1.377, C4 1.423, H14 1.084
6 H -0.668 -0.211 -2.692  N1 1.057
7 H -0.129 0.649 -1.429  N1 0.968
8 H -3.915 -0.875 0.317  C2 1.103
9 H -3.700 0.947 0.147  C2 1.109
10 H 0.719 -0.003 1.039  C3 1.126
11 H 0.582 1.697 1.762  C3 1.092
12 H 1.019 1.447 0.087  C3 1.103
13 H -1.656 2.142 0.095  C4 1.111
14 H -1.344 -0.784 0.852  C5 1.084
15 H 3.869 -0.080 0.002  O17 0.993
16 H 2.185 -0.768 -0.112  O17 1.126
17 O 2.912 0.010 0.253  H15 0.993, H16 1.126
18 H 0.139 -0.954 -1.461  N1 1.039
19 H 1.972 -2.249 0.556  O20 0.931
20 O 1.458 -1.860 -0.115  H19 0.931

Results of the Mulliken charge analysis, in e, for atoms 1 through 4:
1 N -0.7401
2 C -0.9325
3 C -0.9222
4 C -0.4234

--- B ---
This record from the Open Molecules 2025 dataset describes a 2-piece molecular cluster, C4H13NO2 overall. The level of theory is the ωB97M-V functional and the def2-TZVPD basis.

Summary:
2S+1: 2
Gap between HOMO and LUMO (spin up / spin down), eV: 2.667 / 9.555
Net charge: -1
<S²>: 0.750
E_HOMO (spin up / spin down), eV: 1.04 / -5.96

Bonds (Å) are listed after each position.
Atoms and positions in Å:
1 C 1.782 -0.423 -0.988  C2 1.569, H7 1.111, H8 1.088, H9 1.096
2 C 0.552 0.548 -0.902  C1 1.569, C3 1.518, N6 1.488, H10 1.091
3 C -0.568 -0.117 -1.682  C2 1.518, C4 1.552, H11 1.092, H12 1.107
4 C -1.949 0.347 -1.146  C3 1.552, O5 1.402, H13 1.094, H14 1.088
5 O -2.053 1.745 -1.130  C4 1.402, H15 0.955
6 N 0.244 0.623 0.551  C2 1.488, H16 1.017, H17 1.026
7 H 1.947 -0.659 -2.062  C1 1.111
8 H 1.561 -1.327 -0.425  C1 1.088
9 H 2.714 0.119 -0.793  C1 1.096
10 H 0.840 1.504 -1.341  C2 1.091
11 H -0.485 -0.050 -2.768  C3 1.092
12 H -0.524 -1.176 -1.364  C3 1.107
13 H -2.657 -0.068 -1.869  C4 1.094
14 H -2.188 -0.041 -0.158  C4 1.088
15 H -1.604 2.213 -0.429  O5 0.955
16 H 1.074 0.693 1.134  N6 1.017
17 H -0.046 -0.334 0.779  N6 1.026
18 H 0.259 -0.536 4.469  O20 0.978
19 H 0.251 -1.860 5.250  O20 0.969
20 O 0.852 -1.201 4.873  H18 0.978, H19 0.969

Results of the Mulliken charge analysis, in e, for atoms 1 through 4:
1 C -1.7441
2 C 0.2162
3 C -0.8521
4 C -1.1816

Stability check: which of them is most stable? B.

--- A ---
This record from the Open Molecules 2025 dataset describes a 2-piece molecular cluster, C3H8ClN2 overall. The level of theory is the ωB97M-V functional and the def2-TZVPD basis.

Summary:
2S+1: 1
Gap between HOMO and LUMO (spin up / spin down), eV: 4.689 / 4.694
Net charge: +1
E_HOMO (spin up / spin down), eV: -12.57 / -12.57

Bonds (Å) are listed after each position.
Atoms and positions in Å:
1 C 2.480 -0.885 0.283  N5 1.303, Cl6 1.699
2 C -2.110 1.595 -0.387  C3 1.553, H7 1.120, H8 1.102, H9 1.190
3 C -1.792 0.247 0.316  C2 1.553, N4 1.367, H10 1.134, H11 1.135
4 N -0.502 0.013 0.701  C3 1.367, H12 1.006
5 N 3.303 -1.755 -0.231  C1 1.303, H13 1.013, H14 0.984
6 Cl 2.887 0.742 0.548  C1 1.699
7 H -2.721 2.261 0.275  C2 1.120
8 H -1.129 2.092 -0.452  C2 1.102
9 H -2.828 1.386 -1.312  C2 1.190
10 H -2.664 -0.241 0.852  C3 1.134
11 H -1.897 -0.395 -0.614  C3 1.135
12 H -0.269 -0.944 0.906  N4 1.006
13 H 2.994 -2.634 -0.628  N5 1.013
14 H 4.247 -1.480 -0.255  N5 0.984

Results of the Mulliken charge analysis, in e, for atoms 1 through 4:
1 C 0.0676
2 C -0.9407
3 C -0.2030
4 N -0.1335

--- B ---
This record from the Open Molecules 2025 dataset describes a 2-piece molecular cluster, C3H8ClN2 overall. The level of theory is the ωB97M-V functional and the def2-TZVPD basis.

Summary:
2S+1: 1
Gap between HOMO and LUMO (spin up / spin down), eV: 7.041 / 7.038
Net charge: +1
E_HOMO (spin up / spin down), eV: -13.35 / -13.35

Bonds (Å) are listed after each position.
Atoms and positions in Å:
1 C 1.851 0.260 1.478  C3 1.522, H7 1.067, H8 1.107, H9 1.092
2 C -0.588 2.805 0.021  N5 1.363, H10 1.143, H11 1.120, H12 1.045
3 C 2.060 0.809 0.074  C1 1.522, Cl6 1.698, H13 1.137
4 N -1.231 0.567 0.087  N5 1.190, H14 1.074
5 N -0.439 1.454 0.127  C2 1.363, N4 1.190
6 Cl 2.146 -0.240 -1.259  C3 1.698
7 H 1.462 1.098 2.013  C1 1.067
8 H 2.887 -0.059 1.704  C1 1.107
9 H 1.197 -0.614 1.519  C1 1.092
10 H -0.869 3.044 -1.061  C2 1.143
11 H 0.434 3.263 0.011  C2 1.120
12 H -1.354 3.212 0.604  C2 1.045
13 H 2.464 1.807 -0.289  C3 1.137
14 H -0.892 -0.449 0.151  N4 1.074

Results of the Mulliken charge analysis, in e, for atoms 1 through 4:
1 C -0.7941
2 C -0.7355
3 C 0.1004
4 N -0.7264

Stability check: which of them is most stable? B.

--- A ---
This record from the Open Molecules 2025 dataset describes one molecule with the formula C5H6O2S. The level of theory is the ωB97M-V functional and the def2-TZVPD basis.

Summary:
2S+1: 1
Gap between HOMO and LUMO, eV: 8.147
Net charge: 0
E_HOMO, eV: -8.98

Bonds (Å) are listed after each position.
Atoms and positions in Å:
1 S -0.503 -0.725 -2.776  C2 1.589
2 C -0.373 -0.228 -1.273  S1 1.589, C3 1.654, C6 1.486
3 C -1.066 -0.990 0.021  C2 1.654, C4 1.501, H9 1.075, H10 1.073
4 C -0.173 -0.588 1.159  C3 1.501, C5 1.583, H11 1.099, H12 1.104
5 C 0.410 0.839 0.797  C4 1.583, C6 1.488, H13 1.072, H14 1.032
6 C 0.590 0.734 -0.676  C2 1.486, C5 1.488, O7 1.352, O8 1.440
7 O 1.066 1.811 -1.341  C6 1.352, O8 1.417
8 O 1.953 0.726 -1.139  C6 1.440, O7 1.417
9 H -2.065 -0.597 0.081  C3 1.075
10 H -1.015 -1.991 -0.360  C3 1.073
11 H -0.616 -0.545 2.164  C4 1.099
12 H 0.715 -1.237 1.058  C4 1.104
13 H -0.216 1.679 1.026  C5 1.072
14 H 1.292 1.111 1.259  C5 1.032

Results of the Mulliken charge analysis, in e, for atoms 1 through 4:
1 S -0.2301
2 C -0.1351
3 C -0.6209
4 C -0.5516

--- B ---
This record from the Open Molecules 2025 dataset describes one molecule with the formula C5H6O2S. The level of theory is the ωB97M-V functional and the def2-TZVPD basis.

Summary:
2S+1: 1
Gap between HOMO and LUMO, eV: 9.539
Net charge: 0
E_HOMO, eV: -9.00

Bonds (Å) are listed after each position.
Atoms and positions in Å:
1 C -2.078 -1.792 -0.258  C2 1.150, H9 1.089
2 C -1.346 -0.919 -0.410  C1 1.150, C3 1.447
3 C -0.347 0.128 -0.391  C2 1.447, O4 1.424, C5 1.550, C7 1.438
4 O -0.990 1.397 -0.477  C3 1.424, H10 0.959
5 C 1.141 0.030 -0.817  C3 1.550, O6 1.412, C7 1.632, H11 1.150
6 O 1.763 1.162 -1.388  C5 1.412, H12 0.970
7 C 0.583 0.309 0.691  C3 1.438, C5 1.632, S8 1.751, H13 1.193
8 S 0.790 -0.945 1.896  C7 1.751, H14 1.503
9 H -2.952 -2.438 -0.203  C1 1.089
10 H -0.442 1.809 -1.148  O4 0.959
11 H 1.460 -1.054 -0.605  C5 1.150
12 H 2.375 1.504 -0.716  O6 0.970
13 H 0.421 1.439 1.036  C7 1.193
14 H -0.378 -0.632 2.789  S8 1.503

Results of the Mulliken charge analysis, in e, for atoms 1 through 4:
1 C 0.7011
2 C -1.6065
3 C 1.0863
4 O -0.5637

Stability check: which of them is most stable? A.